# 1
The following is a DFT calculation (ωB97M-V/def2-TZVPD) of 2 unconnected molecules or ions with the total composition C4H10O5.

As for the HOMO energy: -10.0 eV. The SMILES is COC(O)(O)OC.C=O. The LUMO energy comes out at 0.76 eV. Its HOMO-LUMO gap is 10.80 eV. The total charge is 0. As for the calculated total energy: -14546.174 eV.

The geometry in XYZ format:
```
19
Properties=species:S:1:pos:R:3:forces:R:3:nbo_charge:R:1
C 2.03923 -0.74659 -0.67400 -0.28 0.05 -0.21 -0.254
O 1.41211 0.00899 0.34703 -1.14 0.98 0.07 -0.566
C 0.28638 0.82541 -0.03842 1.95 -0.99 0.12 0.967
O 0.72118 1.95526 -0.70819 -0.17 0.19 -0.31 -0.725
O -0.33826 1.16835 1.13871 0.23 -0.24 1.43 -0.740
O -0.51548 0.10772 -0.87718 0.01 -0.18 -0.10 -0.537
C -1.78070 0.69157 -1.16661 0.05 -0.01 0.10 -0.260
H 1.38306 -1.54809 -1.02157 0.06 0.07 0.02 0.190
H 2.92612 -1.18601 -0.22051 0.00 0.11 -0.08 0.194
H 2.29749 -0.08990 -1.50892 0.15 -0.14 -0.02 0.179
H 1.29274 2.46314 -0.12091 -0.10 -0.09 0.08 0.485
H 0.13096 0.72296 1.88959 -0.42 0.49 -1.12 0.504
H -2.38653 0.71976 -0.25788 -0.07 0.07 -0.12 0.181
H -1.66155 1.69769 -1.57061 -0.04 -0.03 -0.01 0.193
H -2.23764 0.03797 -1.90582 -0.04 0.08 0.02 0.196
C -0.88649 -1.67670 1.66578 0.04 -0.98 -0.07 0.274
O 0.17033 -2.18575 1.39781 -0.46 0.24 0.28 -0.493
H -1.75335 -1.75238 0.98823 0.06 0.21 -0.14 0.112
H -1.09961 -1.21338 2.64348 0.18 0.19 0.06 0.100
```
Positions in Å, forces in eV/Å.

# 2
The following is a DFT calculation (ωB97M-V/def2-TZVPD) of 2 unconnected molecules or ions with the total composition C6H14N2O2.

As for the HOMO energy: -9.4 eV. The SMILES is CNC(C)=O.CNC(C)=O. The LUMO energy comes out at 0.52 eV. Its HOMO-LUMO gap is 9.94 eV. The total charge is 0. As for the calculated total energy: -13524.892 eV.

The geometry in XYZ format:
```
24
Properties=species:S:1:pos:R:3:forces:R:3:nbo_charge:R:1
C 0.06254 -2.65152 -0.59481 -0.33 -0.07 -0.79 -0.432
N 0.65906 -1.54605 0.13373 0.63 -0.40 0.41 -0.638
C 1.83456 -0.98850 -0.34228 -0.55 0.26 -0.31 0.668
C 2.54253 -0.09535 0.63446 0.32 -0.04 0.79 -0.718
O 2.16201 -1.08442 -1.50354 0.26 -0.10 0.01 -0.595
H -0.01433 -3.55915 0.00156 0.21 0.06 0.08 0.201
H -0.93591 -2.42422 -0.96328 -0.19 0.22 0.21 0.196
H 0.63783 -2.82880 -1.50711 0.18 -0.10 0.31 0.238
H 0.67124 -1.64831 1.13721 -0.24 0.06 0.00 0.387
H 3.62001 -0.14449 0.53346 0.09 0.02 -0.41 0.248
H 2.21906 0.92554 0.49506 0.00 0.39 -0.33 0.239
H 2.34299 -0.29819 1.68537 -0.26 -0.31 0.03 0.213
C -0.14994 2.63394 -0.73996 0.28 -0.36 -0.76 -0.418
N -0.75342 1.41472 -0.23747 0.23 0.35 -0.03 -0.633
C -1.96180 1.38454 0.38831 -0.26 0.50 -0.17 0.673
C -2.50805 0.01289 0.69177 0.89 -0.05 0.61 -0.704
O -2.57921 2.40361 0.64621 -0.09 -0.11 -0.10 -0.628
H 0.76007 2.86433 -0.19817 0.02 0.40 0.34 0.184
H 0.16718 2.46122 -1.77545 -0.06 -0.03 0.07 0.197
H -0.84161 3.46717 -0.77267 -0.11 -0.05 0.45 0.238
H -0.11261 0.64341 -0.15936 -0.47 -0.45 -0.12 0.399
H -3.57649 0.04002 0.83642 -0.24 0.06 -0.29 0.244
H -2.16446 -0.70704 -0.04822 -0.29 -0.07 0.00 0.217
H -2.08126 -0.27534 1.65879 -0.01 -0.15 -0.03 0.223
```
Positions in Å, forces in eV/Å.

# 3
The following is a DFT calculation (ωB97M-V/def2-TZVPD) of 12 unconnected molecules or ions with the total composition C48H120O24.

As for the HOMO energy (spin up / spin down): -10.7 / -10.7 eV. The LUMO energy (spin up / spin down) comes out at -2.49 / -8.47 eV. Its HOMO-LUMO gap (spin up / spin down) is 8.19 / 2.21 eV. The total charge is +1. Its multiplicity is 2. As for the calculated total energy: -100832.647 eV.

The geometry in XYZ format:
```
192
Properties=species:S:1:pos:R:3:forces:R:3:lowdin_charge:R:1
C 1.57031 6.04664 -2.34202 -1.32 -0.11 -0.09 -0.073
O 1.55065 4.62601 -2.28584 -0.12 1.39 1.15 -0.201
C 2.29870 3.97734 -3.24515 -0.23 -0.33 0.20 -0.228
C 2.74330 2.65976 -2.62098 -0.70 -0.17 -0.30 -0.170
O 1.73354 1.94998 -1.87555 1.58 0.77 1.03 -0.237
C 0.49137 1.59696 -2.44137 1.36 0.39 -0.07 -0.071
H 0.77109 6.37023 -1.67520 0.25 0.03 0.42 0.067
H 1.19069 6.40142 -3.30020 0.40 0.01 -0.47 0.094
H 2.51169 6.52680 -2.07492 0.19 -0.30 0.00 0.089
H 3.14037 4.56702 -3.60844 0.44 -0.04 0.25 0.132
H 1.66522 3.84852 -4.12277 -0.09 -0.48 -0.34 0.125
H 3.54387 2.77115 -1.88968 -0.06 0.38 -0.02 0.126
H 3.17471 2.13475 -3.47324 -0.08 -0.90 -0.05 0.101
H 0.04615 2.52493 -2.80020 -0.45 -0.40 -0.71 0.088
H -0.13153 1.18037 -1.64983 0.10 -0.09 -0.02 0.082
H 0.82861 0.83007 -3.13870 -1.28 -0.06 -0.86 0.083
C -2.94915 -0.46257 0.03733 0.61 -0.58 -1.50 -0.091
O -1.69095 0.17700 0.15120 -0.11 0.25 1.00 -0.197
C -1.01749 -0.15333 1.35642 1.11 1.91 -0.21 -0.176
C 0.05383 0.96025 1.58631 -0.60 -0.96 0.95 -0.187
O 1.33968 0.60890 1.18357 0.75 -1.02 -1.70 -0.204
C 2.29677 1.64922 1.21816 -0.72 0.71 0.20 -0.095
H -3.57943 0.07096 -0.67414 -0.07 0.55 0.42 0.088
H -3.44894 -0.64875 0.98793 0.03 0.05 -0.03 0.078
H -2.71217 -1.35751 -0.53803 -0.54 -0.86 0.48 0.084
H -0.56144 -1.14331 1.36393 0.05 -0.28 -0.25 0.101
H -1.64358 -0.04791 2.24243 -0.61 -0.28 -0.13 0.111
H 0.11207 1.07086 2.66912 -0.20 0.47 0.39 0.119
H -0.36097 1.86875 1.14967 0.32 0.19 -0.22 0.115
H 2.37280 1.91023 2.27371 0.49 0.60 0.02 0.087
H 1.99620 2.48181 0.58211 -0.52 0.34 0.29 0.075
H 3.27071 1.44266 0.77444 -0.12 -1.05 0.31 0.076
C -1.53638 -1.49173 5.68858 -0.11 0.96 -0.24 -0.117
O -2.59350 -0.86368 4.94566 -1.17 -0.84 1.23 -0.213
C -3.87338 -0.95148 5.69062 -0.31 -0.49 -1.63 -0.145
C -5.00246 -0.29727 4.80613 1.63 0.00 0.04 -0.186
O -6.33744 -0.61346 5.08563 -0.33 1.41 0.47 -0.155
C -6.78756 -1.91861 5.06383 0.10 -1.75 1.01 -0.132
H -0.60747 -1.32438 5.14340 -0.05 0.15 -0.12 0.073
H -1.61060 -2.56689 5.85171 -0.59 -0.15 -0.13 0.079
H -1.45145 -0.99211 6.65359 0.12 -0.10 0.20 0.085
H -3.78426 -0.54875 6.69956 0.09 0.37 -0.11 0.123
H -4.20031 -1.98678 5.78742 0.50 -0.41 0.13 0.104
H -4.78671 -0.51198 3.75949 0.23 -0.48 -0.19 0.111
H -4.81815 0.77467 4.87727 -0.81 0.16 0.17 0.125
H -6.44473 -2.53955 4.23619 0.11 0.22 -0.38 0.082
H -7.86291 -2.05010 5.18403 -0.29 1.06 -0.82 0.093
H -6.54164 -2.45647 5.97944 0.91 -0.15 0.26 0.080
C -2.61043 -7.24132 -0.37015 -1.65 0.44 -0.66 -0.116
O -1.38148 -7.67463 -0.83471 0.26 -0.11 0.00 -0.154
C -0.36506 -6.74514 -0.62262 1.39 -0.17 -0.77 -0.214
C -0.51112 -5.35791 -1.29121 0.58 -0.29 -0.14 -0.150
O 0.75222 -4.60707 -1.21807 -1.27 -1.88 0.17 -0.188
C 0.55459 -3.22300 -1.32650 1.05 0.01 0.24 -0.094
H -2.99468 -6.48389 -1.05335 -0.06 0.65 0.13 0.070
H -2.61911 -6.83648 0.64184 0.09 -0.16 0.13 0.092
H -3.36619 -8.01457 -0.50795 0.37 -0.42 0.49 0.090
H 0.45961 -7.25009 -1.12566 0.49 0.36 0.13 0.131
H -0.09511 -6.68761 0.43185 -0.19 0.32 0.44 0.111
H -1.36301 -4.79586 -0.90848 0.15 0.30 0.34 0.107
H -0.73316 -5.57812 -2.33538 0.01 0.21 -0.28 0.125
H -0.05355 -2.96256 -2.19277 -0.49 0.21 0.37 0.084
H 1.53842 -2.77844 -1.47672 0.11 -0.05 -0.22 0.079
H 0.25338 -2.89037 -0.33315 -0.90 0.70 -0.23 0.071
C -2.85372 -3.70245 2.02443 -0.55 -0.67 -0.70 -0.073
O -3.74319 -4.47814 1.19320 1.48 0.75 0.70 -0.200
C -5.06693 -4.52313 1.67583 0.34 0.22 0.46 -0.216
C -5.73776 -5.54614 0.84137 -0.71 -1.04 -0.74 -0.206
O -5.36210 -6.87757 1.23665 -1.44 -0.41 -0.90 -0.194
C -6.09581 -7.90289 0.43463 1.80 0.67 0.75 -0.058
H -1.88006 -3.70676 1.53446 0.10 -0.32 0.07 0.068
H -2.81994 -4.15247 3.01663 0.22 0.04 0.16 0.089
H -3.11138 -2.64713 2.11406 -0.51 0.08 0.01 0.063
H -5.45200 -3.50681 1.59259 -0.69 -0.01 -0.17 0.125
H -5.13592 -4.81330 2.72423 0.31 -0.07 0.34 0.126
H -5.40796 -5.33278 -0.17539 -0.13 -0.26 -0.34 0.106
H -6.82766 -5.53242 0.84654 -0.15 0.58 0.18 0.133
H -5.56849 -8.80212 0.75311 -0.16 -0.14 -0.45 0.085
H -5.96846 -7.69010 -0.62679 0.28 -0.08 -0.09 0.073
H -7.16360 -8.07462 0.57036 -0.13 0.72 0.74 0.082
C -5.95403 -3.00642 -2.04309 -0.36 0.84 1.15 -0.122
O -5.89523 -4.37419 -2.36164 0.79 -0.64 -0.50 -0.170
C -4.68010 -4.72995 -3.06198 -0.14 1.38 -1.39 -0.204
C -4.58470 -6.12007 -3.67003 -0.81 -0.34 1.81 -0.229
O -5.46893 -6.53195 -4.66693 -0.43 1.05 -1.27 -0.166
C -5.79887 -5.52300 -5.67748 -0.27 -1.28 0.85 -0.058
H -6.78109 -2.79972 -1.36385 -0.53 -0.65 -0.16 0.086
H -6.09353 -2.27300 -2.83728 0.25 -0.47 -0.71 0.091
H -5.14476 -2.63434 -1.41481 0.86 -0.34 -0.23 0.074
H -3.77725 -4.57487 -2.47132 -0.04 -0.09 0.62 0.111
H -4.56330 -4.01510 -3.87651 -0.01 0.39 -0.16 0.103
H -4.80409 -6.73945 -2.80035 -0.02 -0.68 -0.05 0.108
H -3.55352 -6.35714 -3.93189 0.32 0.41 -0.20 0.122
H -6.36185 -6.04320 -6.45244 0.06 -0.13 0.13 0.086
H -4.92358 -5.08804 -6.15994 0.12 0.21 0.29 0.085
H -6.47797 -4.80888 -5.21170 0.29 0.40 -0.16 0.087
C 5.24869 3.15130 4.37573 -0.31 -0.04 -1.06 -0.121
O 5.81991 4.43789 4.23447 0.60 -0.01 0.16 -0.178
C 6.75811 4.57742 3.14838 -0.37 0.26 0.09 -0.186
C 7.16998 6.07745 2.99255 0.97 -1.52 1.67 -0.138
O 7.90320 6.50265 4.16543 0.10 0.16 0.77 -0.197
C 9.18665 5.90688 4.43844 -0.49 -0.74 -1.87 -0.098
H 4.69359 2.94332 3.46101 -0.42 -0.15 -0.21 0.063
H 4.55012 3.07566 5.20902 0.16 0.62 0.08 0.088
H 5.91231 2.29104 4.46321 0.80 0.26 0.20 0.080
H 6.32327 4.18950 2.22722 -0.43 0.24 -0.34 0.111
H 7.61199 3.91603 3.29517 0.31 0.12 0.36 0.105
H 6.25985 6.67291 2.92035 0.28 0.19 0.11 0.118
H 7.83698 6.25370 2.14866 -0.31 -0.29 -0.47 0.122
H 9.81686 5.97586 3.55177 0.37 0.81 -0.21 0.078
H 9.17539 4.81808 4.48842 -0.63 -0.27 0.74 0.066
H 9.72468 6.29096 5.30511 -0.70 0.41 -0.07 0.090
C 3.46655 -1.39310 -0.10772 -0.63 0.78 -1.37 -0.077
O 3.92898 -1.62286 -1.47260 0.36 -0.32 2.53 -0.184
C 4.13795 -0.39067 -2.14754 -0.04 -0.96 -1.00 -0.188
C 4.99120 -0.81984 -3.37020 -0.33 1.32 0.34 -0.200
O 4.21004 -1.38827 -4.35939 -1.46 -0.73 -1.07 -0.181
C 3.47337 -0.57957 -5.29246 1.22 -0.28 -0.09 -0.072
H 4.07365 -0.63055 0.38021 0.06 0.06 -0.03 0.078
H 3.39742 -2.23358 0.58286 0.55 -0.69 -0.71 0.064
H 2.44149 -1.03840 -0.21509 -0.06 0.41 0.41 0.068
H 4.56084 0.43484 -1.57499 0.64 -0.35 0.53 0.116
H 3.15185 -0.00263 -2.40272 -0.09 0.08 -0.58 0.100
H 5.71288 -1.58663 -3.08853 -0.17 0.01 0.33 0.129
H 5.58158 0.00882 -3.76118 0.02 0.43 -0.08 0.120
H 4.17363 -0.26517 -6.06633 0.11 0.31 -0.13 0.085
H 2.98904 0.31753 -4.90678 -0.06 -0.11 0.49 0.063
H 2.74822 -1.20504 -5.81308 -0.07 -0.14 0.43 0.086
C 6.69787 10.36172 0.47581 -0.11 -2.09 -0.08 -0.056
O 5.99728 9.03268 0.67126 0.26 2.16 -0.56 -0.194
C 4.60364 9.18946 0.34489 0.93 -0.06 1.66 -0.217
C 3.70566 8.13649 0.95057 0.25 0.56 -1.10 -0.245
O 3.83602 6.90201 0.29851 -0.86 -1.48 0.79 -0.183
C 3.00261 5.90302 0.97354 1.62 0.31 -0.35 -0.068
H 6.50564 11.15762 1.19531 -0.64 -0.42 0.43 0.078
H 6.47716 10.76411 -0.51285 0.03 -0.20 -0.13 0.078
H 7.75409 10.10889 0.56842 -0.08 0.05 -0.21 0.079
H 4.42205 9.28301 -0.72580 0.11 0.17 -0.08 0.129
H 4.30320 10.05446 0.93618 -0.39 0.65 -0.61 0.120
H 2.73360 8.57159 0.71844 -0.65 -0.16 0.32 0.123
H 3.83012 8.09400 2.03261 0.14 -0.25 0.13 0.129
H 1.93625 6.08339 0.83772 0.01 0.14 0.12 0.076
H 3.32873 5.85532 2.01252 -0.50 0.38 0.37 0.082
H 3.27446 4.90598 0.62696 -0.13 0.16 -0.68 0.075
C -3.99372 0.53973 -5.97726 0.98 0.17 0.86 -0.073
O -3.74058 0.39613 -4.55264 -1.12 -0.96 -0.26 -0.202
C -2.41151 0.26197 -4.03935 -0.31 0.73 0.29 -0.171
C -1.53791 -1.01613 -4.30165 -0.75 0.35 -1.06 -0.171
O -2.19759 -2.27138 -4.06196 -0.01 0.51 -0.29 -0.188
C -1.59654 -3.32544 -4.78980 0.57 0.22 -0.73 -0.122
H -3.57707 1.47215 -6.35819 0.92 -0.09 -0.06 0.080
H -5.03628 0.73647 -6.22718 -0.32 -0.72 0.89 0.084
H -3.63308 -0.35183 -6.49025 -0.01 0.20 -0.31 0.083
H -2.47415 0.47665 -2.97253 -0.53 -0.56 0.23 0.102
H -1.99126 1.21326 -4.36577 1.42 -0.38 -0.49 0.117
H -0.57594 -1.05836 -3.79082 -0.07 0.63 0.60 0.101
H -1.23692 -0.88881 -5.34150 -0.15 -0.63 -0.53 0.112
H -0.50781 -3.32889 -4.73725 0.35 -0.13 0.93 0.081
H -1.66608 -3.22191 -5.87264 -0.85 0.28 -0.31 0.086
H -1.99986 -4.30427 -4.53033 -0.10 0.28 0.36 0.075
C -1.70965 8.49813 -1.11922 -0.29 0.43 -0.51 -0.110
O -2.80697 8.47612 -0.19857 0.67 -0.30 -0.46 -0.198
C -3.57369 7.24724 -0.13673 2.06 0.41 0.67 -0.140
C -2.69343 6.10305 0.48374 -1.26 1.44 -0.08 -0.218
O -1.95526 5.50132 -0.52916 0.68 -0.16 0.40 -0.189
C -1.08605 4.47450 -0.07212 -0.21 -0.79 -2.50 -0.095
H -1.30352 9.50436 -1.22244 -0.41 0.30 0.55 0.083
H -2.03042 8.27088 -2.13587 -0.26 -0.43 -0.10 0.087
H -0.83039 7.88952 -0.90811 -0.33 -0.50 0.53 0.060
H -3.90215 6.98229 -1.14173 -0.25 -0.19 0.03 0.121
H -4.37893 7.54371 0.53542 -0.18 -0.45 -0.19 0.122
H -3.33350 5.40368 1.02160 -0.17 -0.42 -0.08 0.117
H -2.04742 6.56422 1.23078 0.18 0.16 0.14 0.126
H -1.66335 3.62860 0.30108 0.08 0.13 0.82 0.084
H -0.14532 4.70810 0.42644 -0.47 0.63 0.86 0.084
H -0.70630 4.10004 -1.02274 0.19 -0.28 -0.11 0.072
C 1.58692 -3.78471 2.34819 -0.25 0.23 0.06 0.002
O 1.07429 -4.67380 3.34580 1.73 -0.63 -0.19 -0.018
C 2.00760 -5.45223 4.05287 -1.61 1.68 0.69 -0.116
C 2.81694 -6.44550 3.20397 0.48 -0.14 -2.37 -0.102
O 3.63473 -5.83998 2.21212 -2.25 -1.75 1.37 -0.081
C 4.90885 -5.47819 2.66022 0.16 0.41 0.06 -0.027
H 0.91545 -2.92636 2.32696 0.11 0.20 0.22 0.110
H 1.46145 -4.22093 1.35719 -0.20 -0.70 -0.35 0.113
H 2.63954 -3.51071 2.41911 -0.19 0.02 0.63 0.090
H 1.41710 -6.06125 4.73734 0.10 0.02 0.04 0.156
H 2.72653 -4.85032 4.60870 0.13 0.41 -0.09 0.158
H 2.01270 -7.00069 2.72121 0.41 -0.30 -0.38 0.155
H 3.37507 -7.04229 3.92538 0.12 0.00 -0.08 0.153
H 4.80838 -4.40519 2.82353 0.70 0.33 0.05 0.109
H 5.58707 -5.71064 1.83919 0.21 0.22 0.25 0.125
H 5.15615 -5.97702 3.59728 0.26 -0.03 -0.15 0.108
```
Positions in Å, forces in eV/Å.